1.
Computed, not measured: an isolated ion of composition CH3N2O2S and charge -1 at a distorted geometry, with wB97M-V/def2-TZVPD.

Structure (XYZ):
```
9
Properties=species:S:1:pos:R:3:forces:R:3
C -0.080210 0.676454 -0.089836 0.94 -3.63 -2.04
N -0.025510 -1.429165 -1.643486 1.04 1.80 0.55
N 0.738114 -0.553321 -1.174702 -1.87 0.76 0.62
O -0.721328 1.518276 2.084384 0.13 0.43 0.37
O 0.145060 -0.764127 2.250262 0.18 -0.03 -0.65
S 0.418742 0.606658 1.752061 -0.50 0.50 -0.31
H -1.119701 0.330906 -0.121101 0.12 0.23 0.07
H 0.104249 1.573576 -0.699995 0.12 -0.18 0.65
H 0.540585 -1.959256 -2.357587 -0.16 0.12 0.73
```
Positions in Å, forces in eV/Å.

The value obtained for the energy above the lowest of the compared OMol25 structures with the same formula, charge and spin is 296.1 kJ/mol. As for the net charge: -1.

2.
Computed, not measured: a 7-piece molecular cluster, C31H37F12N2O21 overall at a distorted geometry, with wB97M-V/def2-TZVPD.

Structure (XYZ):
```
103
Properties=species:S:1:pos:R:3:forces:R:3
C -0.777778 -0.619150 2.776418 -0.31 0.03 0.12
C -1.395113 -1.368795 1.597693 0.80 0.14 0.72
C -0.451447 -1.879546 0.512999 -0.81 -0.38 -1.23
C -1.299146 -1.989183 -0.800723 -0.13 -0.07 -0.06
F -1.611742 -0.754657 -1.243694 0.23 -0.20 -0.03
F -0.599712 -2.653237 -1.748789 -0.14 0.20 0.21
C -2.671393 -2.744003 -0.649677 -0.49 0.05 -1.24
F -3.634724 -1.884847 -0.262195 0.59 -0.91 -0.02
F -3.003419 -3.242408 -1.862243 0.10 0.41 1.23
F -2.582387 -3.773362 0.218178 -0.09 0.44 -0.22
N 0.137971 -3.224917 0.667780 0.14 -0.80 0.44
C 1.408188 -3.267371 0.707338 0.36 0.25 -0.37
C 2.034546 -1.922228 0.736169 -0.66 -0.39 0.42
C 3.286920 -1.774509 -0.115036 -0.01 0.00 -0.49
O 4.029505 -0.615897 0.183703 0.39 -0.01 0.49
O 3.171436 0.522372 0.186467 -0.43 0.09 -0.50
C 2.435363 -1.808485 2.231545 0.03 -0.02 0.92
C 3.102747 -3.103969 2.692712 1.48 0.33 -0.02
O 4.284011 -3.281976 2.453616 -1.22 -0.15 -0.14
N 2.272042 -4.041375 3.338476 -0.07 -0.41 -0.49
C 2.624631 -5.428525 3.020973 0.20 -0.06 0.23
C 2.180305 -3.755611 4.780885 -0.26 0.35 0.03
C 0.809538 -1.062897 0.273556 1.76 1.01 0.23
F 1.017661 -0.767523 -1.051576 -0.42 -0.20 -0.46
H 0.141597 -0.105503 2.548622 0.19 0.19 0.01
H -0.633787 -1.224224 3.660635 0.17 -0.35 0.11
H -1.478214 0.152769 3.055045 -0.14 0.27 0.21
H -2.048932 -0.670418 1.101257 -0.29 0.13 -0.24
H -1.991124 -2.180495 1.983120 -0.33 -0.29 -0.07
H -0.347856 -4.115883 0.681482 -0.65 0.29 0.10
H 1.913833 -4.215980 0.750435 0.15 -0.25 -0.03
H 3.953746 -2.590340 0.130235 0.37 -0.11 0.13
H 3.084704 -1.828518 -1.179016 -0.29 0.07 -0.19
H 3.248967 0.852167 1.089884 0.30 -0.04 0.23
H 3.162767 -1.028217 2.393880 0.15 0.34 -0.23
H 1.590107 -1.608004 2.878489 -0.27 -0.01 -0.05
H 2.068086 -5.772578 2.154239 -0.03 -0.04 -0.32
H 3.684467 -5.582690 2.858170 0.23 0.07 -0.06
H 2.329005 -6.076622 3.828397 -0.16 -0.13 0.32
H 1.461138 -2.971005 4.967606 -0.12 0.33 0.05
H 1.841768 -4.629464 5.313578 -0.12 -0.32 -0.03
H 3.134881 -3.446167 5.184936 0.26 0.03 0.17
H 0.863562 -0.104888 0.765982 -0.52 0.12 0.33
C -7.426373 -0.355060 -2.035513 0.00 -0.16 -0.20
C -6.559787 0.211320 -0.935262 -0.22 0.22 0.02
O -7.392466 0.104707 0.201709 0.24 -0.20 -0.06
C -8.247418 -0.944050 -0.011984 -0.03 0.03 -0.19
O -8.892315 -1.464320 0.825734 -0.15 -0.05 0.20
O -8.221919 -1.306783 -1.317387 0.14 0.16 -0.01
F -6.249329 1.517071 -1.141894 0.01 -0.02 0.07
H -8.069538 0.411189 -2.468926 0.04 0.10 0.08
H -6.859570 -0.839606 -2.825752 -0.06 -0.15 0.07
H -5.638015 -0.345090 -0.758120 0.09 0.11 -0.04
C -2.978476 3.864689 1.824395 -0.13 -0.08 -0.19
C -2.231906 5.089587 2.303297 -0.16 0.07 0.17
O -1.327525 4.534653 3.258873 0.16 -0.03 -0.28
C -1.087980 3.256823 2.902534 -0.24 0.17 -0.02
O -0.203451 2.585609 3.328455 0.17 -0.19 0.04
O -1.981743 2.835506 1.980562 -0.04 0.07 -0.01
F -3.041006 5.973337 2.917374 0.07 -0.08 0.06
H -3.832198 3.642319 2.464334 0.03 0.09 0.09
H -3.305998 3.933841 0.791182 0.18 -0.13 -0.06
H -1.659989 5.604181 1.529858 -0.02 0.08 0.03
C -0.562985 2.068679 -1.910026 -0.44 -0.23 0.35
C 0.886425 2.215043 -2.272504 0.05 -0.01 -0.21
O 0.912971 3.468613 -2.926238 -0.03 -0.01 0.31
C -0.112170 4.220556 -2.409408 -0.05 -0.22 -0.06
O -0.228842 5.383878 -2.543537 -0.03 0.26 -0.07
O -0.969066 3.426308 -1.711050 0.26 -0.06 -0.05
F 1.283557 1.236575 -3.127309 0.10 0.14 -0.14
H -1.145469 1.628500 -2.718956 0.10 -0.04 -0.12
H -0.711251 1.482918 -1.006892 -0.08 0.23 0.11
H 1.568476 2.231279 -1.419855 0.12 -0.09 -0.09
C -1.556913 1.877616 -5.943330 0.17 0.10 0.17
C -2.630885 2.157498 -6.970747 0.05 -0.21 -0.18
O -3.616885 1.185385 -6.648880 -0.02 0.27 0.20
C -3.503955 0.901112 -5.328601 0.09 -0.03 -0.11
O -4.309095 0.326474 -4.681033 -0.15 -0.18 0.17
O -2.328861 1.376981 -4.838780 0.13 0.12 -0.17
F -2.193842 1.952065 -8.231288 -0.06 -0.06 0.07
H -0.865754 1.106169 -6.283826 -0.08 -0.02 -0.13
H -0.995561 2.763005 -5.655108 -0.11 0.00 0.17
H -3.074311 3.152029 -6.904075 0.01 0.01 -0.10
C 2.572124 2.346683 4.764850 -0.07 0.30 -0.24
C 3.419055 2.484831 6.007941 -0.24 -0.10 0.16
O 3.281905 1.191728 6.594666 0.32 -0.03 -0.25
C 3.038497 0.306450 5.601345 -0.17 0.29 0.19
O 3.087480 -0.871739 5.708251 -0.01 -0.36 -0.08
O 2.711977 0.951344 4.454665 0.07 0.10 -0.06
F 2.930295 3.411046 6.857000 -0.01 -0.09 0.00
H 1.524702 2.568302 4.960033 0.04 0.05 0.11
H 2.919600 2.962066 3.939411 0.05 -0.15 -0.08
H 4.474703 2.690755 5.825456 0.01 0.03 0.10
C 5.295720 0.259552 -3.803211 0.00 -0.05 0.24
C 4.500749 0.969467 -4.874977 0.18 0.09 -0.16
O 4.595798 0.075816 -5.969343 -0.20 -0.07 0.25
C 4.759849 -1.180925 -5.461897 0.06 0.15 0.06
O 4.619122 -2.180990 -6.068991 0.01 -0.21 -0.15
O 5.084953 -1.115428 -4.142302 -0.03 0.17 0.02
F 5.050988 2.160255 -5.211057 -0.02 -0.08 -0.05
H 6.357483 0.498652 -3.870620 -0.01 0.08 -0.11
H 4.941525 0.466570 -2.795845 -0.07 -0.17 0.00
H 3.448175 1.123120 -4.628951 0.01 0.12 -0.02
```
Positions in Å, forces in eV/Å.

Its total energy is -4091.14041 Eh. As for the net charge: +1.

3.
Computed, not measured: one molecule with the formula C3H5FO3 at a distorted geometry, with wB97M-V/def2-TZVPD.

Structure (XYZ):
```
12
Properties=species:S:1:pos:R:3:forces:R:3
C -1.351808 -1.711045 0.126071 -0.93 -0.94 -1.50
O -0.568665 -0.600764 0.508486 1.62 1.95 -0.54
C 0.009299 0.330417 -0.304573 0.21 0.36 0.24
O -0.174879 0.524099 -1.483676 -0.09 -0.65 1.00
C 1.104766 1.275817 0.465628 -0.54 -2.52 -1.78
O 1.329794 2.390263 -0.278276 -0.18 -0.43 1.11
F 2.268097 0.417796 0.432940 -0.99 0.89 0.34
H -1.298362 -2.061771 -0.992965 -0.40 1.44 1.94
H -2.372247 -1.547298 0.573593 0.83 -0.22 -1.08
H -0.914014 -2.537966 0.648557 0.18 -0.49 0.46
H 0.803846 1.391584 1.498685 0.38 0.60 0.12
H 1.164173 2.128868 -1.194469 -0.10 0.01 -0.29
```
Positions in Å, forces in eV/Å.

The SMILES is COC(=O)[C@H](O)F. The value obtained for the energy above the lowest of the compared OMol25 structures with the same formula, charge and spin is 60.3 kJ/mol.